Entry 1:
A 2-piece molecular cluster, C4H8N overall at a distorted geometry. Source: the Open Molecules 2025 dataset; level of theory: ωB97M-V with the def2-TZVPD basis set.

```
! wB97M-V def2-TZVPD RIJCOSX def2/J DEFGRID3
* xyz 1 1
H -0.976 0.275 -2.229
C 1.032 -0.591 -0.368
H -0.519 1.709 -1.385
H 2.365 0.689 0.454
C -1.044 0.251 -0.087
H 0.598 -1.557 -0.308
N 1.644 -0.038 0.686
H 1.610 -0.276 1.739
H 1.137 -0.152 -1.287
H -1.118 -0.767 1.822
C -0.783 0.738 -1.308
H -2.480 -0.089 1.207
C -1.466 -0.192 1.063
*
```

Values from the calculation:
Frontier orbital gap, eV: 9.81
LUMO level, eV: -4.766
ΔE to the lowest compared entry with this formula, charge and spin, kcal per mole: 64.2
Calculated total energy, Eh: -211.5689

Entry 2:
A 9-piece molecular cluster, H18O9 overall at a distorted geometry. Source: the Open Molecules 2025 dataset; level of theory: ωB97M-V with the def2-TZVPD basis set.

```
! wB97M-V def2-TZVPD RIJCOSX def2/J DEFGRID3
* xyz 0 1
H 0.874 2.103 -1.614
O 0.306 2.591 -2.257
H -0.742 -1.232 3.667
O -2.416 -0.714 -0.864
H -0.548 2.259 -2.150
H 1.393 -2.587 -0.152
H -0.250 0.462 2.506
H -1.988 0.917 -0.620
H -2.928 -1.142 -1.406
O -0.676 0.779 1.615
H 4.170 0.254 -0.300
O 3.663 -0.139 -1.050
O -0.078 -1.863 3.079
H 0.540 -1.291 2.566
H -1.537 -0.605 -1.215
O -1.729 1.699 -1.222
O 3.522 1.885 -2.885
H 2.770 0.012 -0.658
H 2.698 2.163 -2.864
H -2.401 -2.512 2.442
O 0.458 -2.568 -0.170
O -3.140 -2.071 2.874
H 3.565 1.241 -2.376
H 0.196 -2.156 0.662
H -3.189 -1.218 2.570
H -0.230 1.506 1.485
H -2.305 2.228 -1.663
*
```

Values from the calculation:
Frontier orbital gap, eV: 10.25
LUMO level, eV: -0.670
ΔE to the lowest compared entry with this formula, charge and spin, kcal per mole: 137.3
Calculated total energy, Eh: -687.8070
SMILES: O.O.O.O.O.O.O.O.O

Entry 3:
A single C2H3NOS molecule at a distorted geometry. Source: the Open Molecules 2025 dataset; level of theory: ωB97M-V with the def2-TZVPD basis set.

```
! wB97M-V def2-TZVPD RIJCOSX def2/J DEFGRID3
* xyz 0 1
S 1.671 -1.582 1.290
C 0.995 -0.640 0.124
H -0.979 0.686 -0.941
O 2.782 -2.277 0.747
N -1.177 0.724 0.072
C -0.244 -0.019 0.605
H -0.300 -0.076 1.730
H 1.556 -0.503 -0.887
*
```

Values from the calculation:
Frontier orbital gap, eV: 8.65
LUMO level, eV: -1.099
ΔE to the lowest compared entry with this formula, charge and spin, kcal per mole: 49.4
Calculated total energy, Eh: -606.1087

Entry 4:
C79H171N7O2 as an isolated structure at a distorted geometry. Source: the Open Molecules 2025 dataset; level of theory: ωB97M-V with the def2-TZVPD basis set.

```
! wB97M-V def2-TZVPD RIJCOSX def2/J DEFGRID3
* xyz 6 1
H -3.454 2.404 -2.249
H -5.006 -0.350 -5.435
H 0.195 -1.475 -4.091
H -7.034 0.538 5.280
C 0.055 -4.241 -0.751
C -4.289 3.904 -0.918
H 4.248 5.223 2.786
C -1.253 -2.511 1.861
C 0.417 4.903 -3.818
H -5.354 3.995 -0.706
H 3.509 7.223 3.863
H 0.193 0.408 2.062
H -6.897 -3.845 1.309
C -7.039 -2.422 -1.968
H 5.177 1.961 -0.670
H 4.943 3.370 1.455
H -7.826 -1.752 -1.623
H 4.326 4.108 -0.143
H 4.474 1.230 0.731
C 7.795 -2.505 0.314
H -0.841 -0.444 1.427
C -3.433 4.354 0.218
H 1.290 4.732 1.894
H -4.161 -1.873 6.420
N 0.603 0.446 -3.232
H -0.499 -0.942 3.003
H -3.477 -4.273 -3.219
C -1.198 -3.341 -0.703
H -0.417 4.553 -4.428
C 2.393 -3.587 -2.801
H -7.161 -2.402 -3.051
H 0.577 -2.214 0.720
H 1.988 3.759 -0.712
H -1.456 -2.674 0.802
H -0.077 -1.344 -2.221
N 6.975 -1.474 1.148
C 7.216 -1.924 2.559
H 2.214 -5.690 -0.253
C -3.889 0.018 -1.128
H 1.007 2.758 -4.650
N -2.290 3.256 0.391
H 9.042 1.365 -0.930
H -3.129 -2.284 3.943
C 7.742 2.908 -0.343
H -0.911 -1.181 0.270
H -5.683 -4.806 -2.658
C -1.029 3.986 -1.817
H 3.120 -2.970 -3.329
C 0.818 -0.240 1.447
C 4.285 1.972 -0.044
H 1.907 -4.638 2.008
H 7.929 2.877 0.730
H 0.617 2.127 5.160
H 6.127 0.964 -0.582
H -1.581 0.987 2.009
H -3.359 1.388 0.670
H -1.348 3.111 -2.382
H -2.147 -3.144 -3.493
H 0.123 5.952 -3.843
H -5.003 1.336 4.206
H -1.970 -3.193 2.317
H 4.643 -0.790 2.612
H -0.262 2.884 0.051
H 2.134 -0.181 3.798
H 2.464 -2.456 3.171
H 7.040 -0.304 -1.369
H 2.087 1.470 -7.155
C 1.981 0.460 -2.406
H 4.005 -4.964 -2.325
C 4.501 -0.692 1.535
C -1.286 -1.001 2.252
H 3.328 -0.554 -3.759
H 2.904 3.724 -7.789
H -2.561 0.630 3.025
H 0.907 -2.137 -2.027
H -6.497 -0.881 3.607
H 8.062 -2.203 -0.699
H -1.024 -2.383 -1.193
N -4.560 -0.903 4.464
C -6.042 -0.984 6.342
C -1.864 0.858 -3.186
H 1.017 3.541 -2.314
C -6.423 0.246 -3.955
H 7.186 -3.410 0.303
H -2.660 1.115 -2.487
H 7.758 -4.015 2.813
H 8.989 -2.886 3.357
H -2.507 -1.066 4.989
H -4.041 4.229 1.114
C -4.963 -1.777 5.688
H 8.312 3.739 -0.758
C 1.472 -2.903 3.238
H 9.418 -3.930 0.977
C -6.085 0.464 -2.518
C -2.424 -3.990 -1.378
H 0.968 2.652 0.154
H -7.627 -2.300 1.784
H 6.676 3.078 -0.495
H -1.490 -3.119 0.323
H -5.582 1.423 -2.391
H 0.585 -1.299 1.559
H 1.592 0.329 -1.396
H 2.354 1.955 5.100
H -4.692 -3.029 2.232
C -4.851 0.571 4.968
H -1.799 -4.876 -3.315
H 7.885 1.744 -2.175
H 5.247 -1.326 -0.380
H -1.878 4.100 2.313
H 7.633 -1.075 3.101
H -6.206 1.154 6.678
C 0.460 0.009 -0.062
C 2.703 2.583 2.492
O 0.213 1.153 -0.417
C 8.929 -2.979 1.190
C -0.212 -0.949 -3.228
H -5.942 -1.699 -4.906
C 1.273 2.503 3.178
C 5.443 -1.617 0.651
H 2.866 4.858 3.673
H 1.554 -0.153 -5.021
H -6.884 -3.868 -0.409
H 2.407 -0.664 2.102
N 1.426 -3.589 -0.535
H -4.132 4.581 -1.757
H -7.208 -5.194 -3.177
C 2.519 3.580 -6.780
H 3.178 7.473 2.143
C 4.085 -0.968 -1.657
H -6.453 1.178 -4.520
H -8.359 -3.993 -1.439
H -2.538 -1.601 -1.575
C 2.912 1.805 -0.661
H -0.082 -5.142 -0.154
C -0.963 3.631 -0.322
H 2.620 -2.014 -1.408
H 1.644 -3.796 -3.564
H 3.534 2.825 3.154
C 2.336 4.896 1.633
C -1.693 -0.663 -3.465
C 2.972 -0.653 -2.734
H 2.619 1.978 -4.620
H 0.628 1.906 2.533
H -2.213 2.043 4.301
H -0.179 1.899 2.097
H -7.417 -0.181 -4.089
H 0.224 -4.150 2.099
C 1.367 0.203 4.470
H 1.895 4.441 -6.545
H -0.481 2.428 4.428
C -2.875 -1.035 -0.707
H -0.258 -2.884 2.104
H -6.319 -2.258 0.651
C 7.523 -0.052 0.798
C -3.889 2.454 -1.251
C -1.213 1.763 3.969
H 0.734 -2.118 3.406
H -6.785 0.500 -1.684
H -2.043 1.404 -4.112
H -3.369 -0.443 2.037
H -4.366 0.409 -0.230
H 2.485 5.552 0.775
H -1.079 0.199 -0.641
H 3.343 3.653 -6.070
H -3.926 -1.986 -3.466
C 2.513 -4.718 -0.644
C -2.632 -0.442 2.839
H -1.779 4.766 -1.951
C -0.541 1.343 -2.667
O 0.438 -0.973 -0.797
H -5.818 -1.508 -0.427
H 3.016 1.593 2.160
H 8.601 -0.138 0.933
H -2.251 -1.223 -2.714
C -6.102 0.465 5.840
C 3.182 5.448 2.813
C -5.681 -1.808 -1.466
C -5.489 -0.772 -4.554
H 4.712 0.353 1.310
C -6.693 -2.796 1.522
H 0.178 -4.556 -1.787
H 6.293 -2.163 3.087
H 2.951 1.907 -1.745
C -4.359 -0.986 -3.477
H -3.485 0.778 -1.798
C 1.435 -2.878 0.816
H -1.966 0.083 0.880
H -5.973 -0.901 7.426
H 1.333 4.711 -4.376
C 2.975 -0.870 1.194
N 2.791 3.477 1.217
H -0.824 4.524 0.289
H 0.855 3.469 3.460
H 0.004 0.604 -5.312
H 3.348 -4.242 -0.131
H -4.000 1.010 5.490
H 0.369 -0.131 4.185
C 2.011 2.922 -0.015
H 4.577 -1.939 -1.712
H -2.618 -5.008 -1.042
H 2.542 -5.706 -2.579
H 1.891 7.098 3.308
C -5.534 -1.191 3.202
C 2.945 -4.795 -2.138
H 2.621 -0.158 0.448
H -4.759 1.810 -1.374
H 2.404 0.841 -0.638
H 5.265 -2.690 0.734
C 7.997 1.625 -1.097
H -1.958 -0.843 -4.506
H -2.956 5.332 0.285
H -3.218 -3.294 -1.107
H -0.676 1.176 -1.599
N -4.984 -0.585 -2.123
C -7.277 -3.864 -1.425
C 0.911 0.670 -4.711
H 4.885 -0.227 -1.667
H -3.309 -1.749 -0.008
C -5.628 -2.635 2.627
C 2.917 6.875 3.016
H -3.078 2.922 2.312
C 8.247 -3.069 2.580
C 1.622 1.957 -5.061
H 2.429 -1.593 -2.826
H -3.590 -0.232 -3.647
H -2.035 1.354 -0.583
C -6.661 -5.054 -2.244
H 2.361 -2.306 0.753
H 0.841 5.193 -1.756
C -2.437 -4.059 -2.976
C 1.436 1.743 4.552
H -5.373 -0.392 2.479
H -6.725 -5.982 -1.676
C 1.806 -2.670 -1.714
H 2.738 -1.892 0.898
H 7.126 0.632 1.548
C -2.075 3.101 1.925
C -3.120 -1.205 4.099
H 1.549 -0.257 5.441
H -5.816 -3.456 3.319
C -2.873 1.905 -0.157
H -0.247 2.376 -2.853
H -0.993 0.734 4.254
H 3.461 -0.840 -0.773
C 7.096 0.466 -0.599
H 9.732 -2.244 1.239
H -6.939 -1.561 6.119
H 1.890 -0.099 1.585
H -4.910 -2.573 -1.552
C -1.217 1.926 2.428
H 1.542 -3.503 4.145
C -1.680 -0.465 -0.019
C 1.740 2.296 -6.533
H 0.770 2.518 -6.979
C 0.363 4.413 -2.349
H -5.297 -2.735 5.289
H 2.452 1.442 -2.353
C 4.240 3.337 0.623
C 1.242 -3.774 2.001
*
```

Values from the calculation:
Frontier orbital gap, eV: 9.59
LUMO level, eV: -11.425
ΔE to the lowest compared entry with this formula, charge and spin, kcal per mole: 1260.0
Calculated total energy, Eh: -3642.3076

Entry 5:
A single C5H4I2 molecule at a distorted geometry. Source: the Open Molecules 2025 dataset; level of theory: ωB97M-V with the def2-TZVPD basis set.

```
! wB97M-V def2-TZVPD RIJCOSX def2/J DEFGRID3
* xyz 0 1
C -0.285 0.949 -0.169
C 0.239 -2.420 0.310
H -1.694 -0.790 -0.696
H 0.144 1.798 -0.871
C 0.174 -1.123 0.298
C -0.693 -0.507 -0.789
H -0.432 -0.620 -1.767
C 0.767 0.196 0.674
I 2.855 0.591 0.146
H 0.856 0.308 1.862
I -1.930 1.618 1.001
*
```

Values from the calculation:
Frontier orbital gap, eV: 8.91
LUMO level, eV: -0.900
ΔE to the lowest compared entry with this formula, charge and spin, kcal per mole: 58.2
Calculated total energy, Eh: -788.1081

Entry 6:
An isolated ion of composition CH3F3NS and charge +1 at a distorted geometry. Source: the Open Molecules 2025 dataset; level of theory: ωB97M-V with the def2-TZVPD basis set.

```
! wB97M-V def2-TZVPD RIJCOSX def2/J DEFGRID3
* xyz 1 1
C 0.027 0.092 -0.195
F -0.115 2.262 -3.189
N 0.742 0.839 -1.142
S 0.554 2.183 -1.766
H -0.987 -0.166 -0.498
F 1.966 2.613 -2.265
H 0.051 0.515 0.812
H 0.606 -0.846 -0.157
F 0.045 3.737 -1.178
*
```

Values from the calculation:
Frontier orbital gap, eV: 9.80
LUMO level, eV: -7.988
ΔE to the lowest compared entry with this formula, charge and spin, kcal per mole: 33.3
Calculated total energy, Eh: -791.9937
SMILES: C[N+]#S(F)(F)F